ORCA calculation (wB97M-V/def2-TZVPD) on the molecule C29H32N4O3.

maximum force = 0.74 eV Å⁻¹
molecular weight = 484.6 g mol⁻¹
energy relative to the best compared isomer or geometry (same formula, charge and spin) = 30.1 kcal/mol
E = -1569.03564 Ha

Bonds (Å) are listed after each position.
Element x y z (Å)
1 C 0.104 -3.969 -0.985  H2 1.089, O3 1.407, H67 1.095, H68 1.095
2 H -0.405 -4.920 -1.133  C1 1.089
3 O 1.480 -4.264 -1.026  C1 1.407, C4 1.363
4 C 2.357 -3.242 -0.820  O3 1.363, C5 1.390, C9 1.393
5 C 1.987 -1.921 -0.595  C4 1.390, C6 1.382, H66 1.076
6 C 2.959 -0.966 -0.363  C5 1.382, C7 1.398, N17 1.426
7 C 4.320 -1.285 -0.373  C6 1.398, C8 1.391, O12 1.363
8 C 4.678 -2.605 -0.627  C7 1.391, C9 1.381, H11 1.078
9 C 3.711 -3.566 -0.843  C4 1.393, C8 1.381, H10 1.078
10 H 3.992 -4.589 -1.035  C9 1.078
11 H 5.716 -2.895 -0.656  C8 1.078
12 O 5.181 -0.265 -0.099  C7 1.363, C13 1.406
13 C 6.557 -0.494 -0.275  O12 1.406, H14 1.089, H15 1.094, H16 1.095
14 H 7.039 0.465 -0.093  C13 1.089
15 H 6.779 -0.824 -1.293  C13 1.094
16 H 6.937 -1.231 0.442  C13 1.095
17 N 2.583 0.394 -0.157  C6 1.426, C18 1.364, C26 1.402
18 C 2.083 0.823 1.037  N17 1.364, N19 1.284, C32 1.504
19 N 1.770 2.042 1.292  C18 1.284, C20 1.370
20 C 1.947 2.988 0.318  N19 1.370, C21 1.399, C25 1.405
21 C 1.607 4.318 0.586  C20 1.399, C22 1.376, H31 1.079
22 C 1.784 5.280 -0.381  C21 1.376, C23 1.395, H30 1.080
23 C 2.301 4.946 -1.632  C22 1.395, C24 1.376, H29 1.080
24 C 2.639 3.642 -1.913  C23 1.376, C25 1.396, H28 1.080
25 C 2.465 2.652 -0.945  C20 1.405, C24 1.396, C26 1.458
26 C 2.816 1.266 -1.230  N17 1.402, C25 1.458, O27 1.213
27 O 3.248 0.849 -2.284  C26 1.213
28 H 3.040 3.353 -2.873  C24 1.080
29 H 2.433 5.714 -2.380  C23 1.080
30 H 1.520 6.307 -0.171  C22 1.080
31 H 1.210 4.560 1.559  C21 1.079
32 C 1.862 -0.195 2.122  C18 1.504, N33 1.456, H64 1.093, H65 1.102
33 N 0.631 -0.933 1.877  C32 1.456, H34 1.015, C35 1.465
34 H 0.562 -1.688 2.552  N33 1.015
35 C -0.580 -0.110 1.920  N33 1.465, C36 1.528, C40 1.533, H63 1.101
36 C -1.670 -0.761 2.771  C35 1.528, C37 1.536, H61 1.093, H62 1.093
37 C -2.944 0.095 2.725  C36 1.536, N38 1.446, H59 1.093, H60 1.095
38 N -3.446 0.324 1.388  C37 1.446, C39 1.450, C45 1.453
39 C -2.421 0.915 0.550  N38 1.450, C40 1.534, H43 1.092, H44 1.095
40 C -1.120 0.103 0.501  C35 1.533, C39 1.534, H41 1.092, H42 1.090
41 H -1.305 -0.869 0.038  C40 1.092
42 H -0.386 0.634 -0.106  C40 1.090
43 H -2.828 1.037 -0.456  C39 1.092
44 H -2.202 1.909 0.952  C39 1.095
45 C -4.106 -0.822 0.786  N38 1.453, C46 1.506, H57 1.096, H58 1.102
46 C -4.914 -0.400 -0.413  C45 1.506, C47 1.390, C51 1.387
47 C -5.744 0.711 -0.328  C46 1.390, C48 1.382, H56 1.079
48 C -6.500 1.107 -1.415  C47 1.382, C49 1.386, H55 1.080
49 C -6.440 0.393 -2.601  C48 1.386, C50 1.383, H54 1.080
50 C -5.616 -0.715 -2.694  C49 1.383, C51 1.385, H53 1.080
51 C -4.854 -1.107 -1.605  C46 1.387, C50 1.385, H52 1.082
52 H -4.210 -1.972 -1.686  C51 1.082
53 H -5.562 -1.274 -3.616  C50 1.080
54 H -7.032 0.700 -3.450  C49 1.080
55 H -7.141 1.973 -1.339  C48 1.080
56 H -5.777 1.264 0.598  C47 1.079
57 H -4.789 -1.235 1.538  C45 1.096
58 H -3.411 -1.626 0.493  C45 1.102
59 H -3.733 -0.372 3.321  C37 1.093
60 H -2.725 1.076 3.160  C37 1.095
61 H -1.883 -1.762 2.386  C36 1.093
62 H -1.334 -0.857 3.806  C36 1.093
63 H -0.343 0.877 2.346  C35 1.101
64 H 2.690 -0.908 2.133  C32 1.093
65 H 1.842 0.356 3.076  C32 1.102
66 H 0.958 -1.608 -0.579  C5 1.076
67 H -0.181 -3.278 -1.785  C1 1.095
68 H -0.184 -3.546 -0.017  C1 1.095